1.
The following is a DFT calculation (ωB97M-V/def2-TZVPD) of a 2-piece molecular cluster, C3H5NOS overall.

Properties
E_LUMO (spin up / spin down)   -1.991 / -1.986 eV
Max |F|   0.051 hartree/bohr
ΔE to the lowest compared entry with this formula, charge and spin   744.1 kJ/mol
Total energy   -645.228276 a.u.

Each line ends with the Mulliken charge.
Element x y z (Å)
C  -1.3869  -1.4975  -0.5516  -0.434
C  -2.5254  -1.2091  -0.7683  -0.451
C  0.3905  1.0127  0.3904  -0.773
N  1.0610  -0.1244  -0.1492  -0.037
O  2.3216  -0.3304  -0.0103  -0.075
S  3.4336  0.6471  0.6847  -0.139
H  -0.2875  -1.2700  -0.4190  0.559
H  -3.5280  -1.2218  -0.9498  0.429
H  0.2633  1.9359  -0.2194  0.281
H  -0.6679  0.7494  0.7265  0.262
H  0.9258  1.3080  1.2660  0.378



2.
The following is a DFT calculation (ωB97M-V/def2-TZVPD) of an isolated ion of composition C5H6N and charge +1.

Properties
E_LUMO (spin up / spin down)   -3.568 / -8.068 eV
Multiplicity   3
Max |F|   0.156 hartree/bohr
Net charge   +1
ΔE to the lowest compared entry with this formula, charge and spin   684.3 kJ/mol
Total energy   -248.198526 a.u.

Each line ends with the Mulliken spin population.
Element x y z (Å)
C  2.1898  -1.1912  -0.3150  0.876
C  -2.2584  -1.1502  -0.0327  0.067
C  1.2394  -0.5024  0.0303  1.021
C  -1.1638  -0.6262  0.0681  0.040
C  0.0099  1.5140  -0.1588  0.027
N  0.0137  0.1037  0.3861  -0.036
H  3.0104  -1.8617  -0.4047  -0.019
H  -3.1866  -1.6516  -0.0506  0.001
H  0.0042  1.5085  -1.2913  -0.003
H  -0.9465  1.9432  0.2126  0.003
H  1.0071  1.7928  0.1848  -0.004
H  0.0808  0.1210  1.3711  0.027



3.
The following is a DFT calculation (ωB97M-V/def2-TZVPD) of a 2-piece molecular cluster, C3H8 overall.

Properties
E_LUMO   1.335 eV
Max |F|   0.029 hartree/bohr
ΔE to the lowest compared entry with this formula, charge and spin   120.1 kJ/mol
SMILES string   C=C.C
Total energy   -119.049739 a.u.

Each line ends with the Mulliken charge.
Element x y z (Å)
C  -2.0900  0.1185  4.2812  -0.467
C  -3.2878  -0.3744  3.9437  -0.446
H  -1.8962  1.1758  4.3046  0.243
H  -1.2925  -0.6034  4.4288  0.213
H  -4.1395  0.2867  3.9609  0.235
H  -3.3425  -1.4138  3.6701  0.222
C  3.2067  0.1359  -4.9188  -0.892
H  2.7273  0.5402  -4.0266  0.224
H  4.2142  -0.1422  -4.6142  0.224
H  3.3170  0.9204  -5.6757  0.224
H  2.5832  -0.6434  -5.3539  0.218



4.
The following is a DFT calculation (ωB97M-V/def2-TZVPD) of a 7-piece molecular cluster, C7H23NO6 overall.

Properties
E_LUMO   0.240 eV
Max |F|   0.057 hartree/bohr
ΔE to the lowest compared entry with this formula, charge and spin   11.2 kJ/mol
SMILES string   CCCc1cc[nH]c1.O.O.O.O.O.O
Total energy   -786.666607 a.u.

Each line ends with the Mulliken charge.
Element x y z (Å)
C  -1.2541  2.1858  -1.5930  -0.772
C  -0.6657  2.6902  -0.2119  -0.567
C  0.3992  1.6706  0.3159  -0.154
C  0.4299  0.2712  -0.2345  1.549
C  -0.6812  -0.6330  -0.3679  0.466
C  -0.2447  -1.8137  -0.8630  -1.501
N  1.1654  -1.7027  -0.9422  0.182
C  1.5982  -0.4496  -0.5762  -2.159
H  -0.5007  1.8556  -2.3291  0.137
H  -1.6302  3.1096  -2.0650  0.400
H  -1.9385  1.3640  -1.3466  0.188
H  -0.1830  3.6945  -0.3252  0.305
H  -1.4307  2.7309  0.5945  0.286
H  1.3823  2.1189  0.1850  0.466
H  0.2664  1.5645  1.4052  -0.456
H  -1.7072  -0.3364  -0.0830  0.461
H  -0.5830  -2.8087  -1.0148  0.599
H  1.6854  -2.5440  -0.9929  0.225
H  2.5852  -0.0126  -0.4436  0.400
O  0.6892  0.0384  -3.6294  -0.638
H  0.3270  0.0108  -2.7534  0.264
H  0.7958  -0.8748  -3.8807  0.306
O  0.7155  0.1442  3.7809  -0.711
H  0.7761  -0.6018  3.1391  0.451
H  1.6484  0.3717  3.6884  0.327
O  -2.2279  -0.0521  -4.2169  -0.638
H  -2.6988  0.4465  -3.5620  0.309
H  -1.3911  0.4307  -4.2381  0.344
O  2.1364  -1.5134  2.2975  -0.823
H  1.9569  -1.4903  1.3771  0.449
H  1.5554  -2.1935  2.6757  0.317
O  -0.2767  -2.4398  2.0156  -0.596
H  -0.7789  -3.0258  1.4694  0.271
H  -0.7446  -2.0562  2.7626  0.277
O  -1.4057  1.6965  3.0798  -0.615
H  -1.6267  2.0911  3.9316  0.289
H  -0.4404  1.4523  3.1629  0.363



5.
The following is a DFT calculation (ωB97M-V/def2-TZVPD) of the molecule C16H18N2O2S.

Properties
E_LUMO   0.695 eV
Max |F|   0.025 hartree/bohr
ΔE to the lowest compared entry with this formula, charge and spin   185.5 kJ/mol
SMILES string   Cc1ccc(S(=O)(=O)N2CCC[C@H]2c2cccnc2)cc1
Total energy   -1278.666559 a.u.

Each line ends with the Mulliken charge.
Element x y z (Å)
C  2.1085  -0.2994  5.4627  -1.445
C  1.9290  -0.3977  3.9795  1.009
C  2.3155  -1.5427  3.2916  -0.729
C  2.1722  -1.6220  1.9167  -0.183
C  1.6394  -0.5494  1.2302  -0.258
S  1.4471  -0.6128  -0.5441  1.485
O  1.8201  -1.9199  -1.0134  -0.690
O  2.0981  0.5212  -1.1337  -0.766
N  -0.2143  -0.3420  -0.6650  0.047
C  -0.9907  -1.5262  -0.3593  -0.851
C  -1.1912  -2.2606  -1.6951  -0.630
C  -0.9820  -1.1799  -2.7695  -1.023
C  -0.6353  0.1048  -1.9921  0.280
C  -1.7700  1.0823  -1.8204  -0.100
C  -1.4923  2.4403  -1.6993  -0.761
C  -2.5306  3.3328  -1.4958  -0.369
C  -3.8202  2.8296  -1.4120  -0.406
N  -4.0988  1.5424  -1.5167  -0.674
C  -3.1029  0.6968  -1.7144  -0.232
C  1.2471  0.5985  1.8915  -0.441
C  1.3927  0.6706  3.2644  -0.846
H  2.1585  -1.2857  5.9164  0.370
H  3.0382  0.2240  5.6869  0.294
H  1.2934  0.2599  5.9156  0.371
H  2.7328  -2.3772  3.8358  0.359
H  2.4683  -2.4994  1.3632  0.507
H  -1.9436  -1.2077  0.0735  0.426
H  -0.4499  -2.1230  0.3751  0.452
H  -0.4377  -3.0394  -1.7962  0.321
H  -2.1783  -2.7170  -1.7513  0.368
H  -1.8622  -1.0352  -3.3941  0.461
H  -0.1453  -1.4463  -3.4134  0.328
H  0.2153  0.6311  -2.4333  0.884
H  -0.4694  2.7832  -1.7653  0.433
H  -2.3448  4.3919  -1.4043  0.395
H  -4.6702  3.4803  -1.2536  0.370
H  -3.3987  -0.3406  -1.7939  0.420
H  0.8365  1.4146  1.3191  0.445
H  1.0900  1.5635  3.7915  0.379



6.
The following is a DFT calculation (ωB97M-V/def2-TZVPD) of the molecule C3H4O2.

Properties
E_LUMO (spin up / spin down)   0.399 / -2.854 eV
Multiplicity   3
Max |F|   0.145 hartree/bohr
ΔE to the lowest compared entry with this formula, charge and spin   71.4 kJ/mol
Total energy   -267.002444 a.u.

Each line ends with the Mulliken spin population.
Element x y z (Å)
C  -0.4514  0.3195  -0.2946  0.513
C  -1.8201  -0.2556  -0.5679  0.105
C  0.5912  -0.1838  0.4080  0.798
O  -2.7435  0.3244  -1.1044  0.338
O  1.8693  0.2464  0.4616  0.184
H  -0.3568  1.0731  -0.9813  0.035
H  -1.9993  -1.2046  0.0678  0.004
H  0.5059  -1.1430  0.8709  0.032
H  2.0545  1.2179  0.2377  -0.007



7.
The following is a DFT calculation (ωB97M-V/def2-TZVPD) of the molecule CHBrClF.

Properties
E_LUMO (spin up / spin down)   -1.665 / -2.881 eV
Max |F|   0.047 hartree/bohr
ΔE to the lowest compared entry with this formula, charge and spin   72.3 kJ/mol
Total energy   -3172.641555 a.u.

Each line ends with the Mulliken charge.
Element x y z (Å)
C  1.0249  -0.2343  -0.1556  0.015
F  1.2579  -0.4653  1.1128  -0.111
Cl  -3.1671  0.3828  0.0641  -0.387
Br  -0.8368  -0.3269  -0.4760  0.219
H  1.7211  0.6437  -0.5454  0.264



8.
The following is a DFT calculation (ωB97M-V/def2-TZVPD) of the molecule C15H21N3O2S2.

Properties
E_LUMO   0.442 eV
Max |F|   0.019 hartree/bohr
ΔE to the lowest compared entry with this formula, charge and spin   10.8 kJ/mol
SMILES string   Cn1c(SCC(=O)N2CCCCCC2)nc2c(c1=O)SCC2
Total energy   -1695.344098 a.u.

Each line ends with the Mulliken charge.
Element x y z (Å)
C  -1.2618  2.5398  -3.0696  -1.222
N  -1.6759  1.1632  -2.9234  0.033
C  -1.7260  0.5812  -1.7027  0.253
S  -1.2444  1.5641  -0.3321  -0.234
C  -1.1705  0.2938  0.9709  -0.935
C  0.1445  -0.4756  0.9235  0.802
O  0.1534  -1.6329  0.5503  -0.677
N  1.2662  0.1868  1.2809  0.196
C  1.2939  1.5123  1.8579  -0.757
C  1.1808  1.4575  3.3879  -0.584
C  2.5263  1.3305  4.1119  -0.807
C  3.5797  0.4720  3.4014  -0.583
C  3.0405  -0.7915  2.7287  -0.668
C  2.5149  -0.5475  1.3119  -0.946
N  -2.1078  -0.6336  -1.4735  -0.167
C  -2.4313  -1.3868  -2.5362  -0.104
C  -2.3944  -0.9064  -3.8149  0.553
C  -2.0239  0.4516  -4.0992  0.381
O  -1.9849  0.9990  -5.1801  -0.711
S  -2.8403  -2.0737  -5.0331  -0.190
C  -2.8195  -3.4332  -3.7829  -0.556
C  -2.8815  -2.8064  -2.3923  -0.552
H  -0.2425  2.6700  -2.7030  0.393
H  -1.3095  2.7761  -4.1324  0.357
H  -1.9287  3.1976  -2.5107  0.377
H  -1.3297  0.8069  1.9170  0.509
H  -1.9776  -0.4075  0.7617  0.459
H  2.2325  1.9886  1.5660  0.535
H  0.4844  2.1111  1.4393  0.039
H  0.5439  0.6090  3.6470  0.364
H  0.6812  2.3591  3.7463  0.453
H  2.3352  0.9144  5.1032  0.346
H  2.9500  2.3265  4.2578  0.299
H  4.0990  1.0705  2.6495  0.301
H  4.3270  0.1878  4.1452  0.356
H  3.8515  -1.5176  2.6473  0.390
H  2.2557  -1.2424  3.3371  0.323
H  2.3263  -1.5044  0.8213  0.426
H  3.2622  0.0058  0.7322  0.366
H  -1.8908  -3.9827  -3.9359  0.315
H  -3.6611  -4.0878  -3.9941  0.385
H  -3.9022  -2.8119  -1.9988  0.215
H  -2.2450  -3.3334  -1.6814  0.267



9.
The following is a DFT calculation (ωB97M-V/def2-TZVPD) of a 6-piece molecular cluster, CH16N2O5 overall.

Properties
E_LUMO   0.191 eV
Max |F|   0.027 hartree/bohr
ΔE to the lowest compared entry with this formula, charge and spin   140.0 kJ/mol
SMILES string   NCN.O.O.O.O.O
Total energy   -533.370736 a.u.

Each line ends with the Mulliken charge.
Element x y z (Å)
N  0.2562  2.0918  -3.0714  -0.577
C  1.0045  2.5969  -1.9311  -0.354
N  1.9805  1.6194  -1.4856  -0.528
H  -0.6740  2.4772  -3.1655  0.200
H  0.2119  1.0904  -3.1646  0.239
H  1.5658  3.4943  -2.1936  0.257
H  0.3317  2.8141  -1.0960  0.293
H  1.5525  0.7898  -1.1140  0.310
H  2.7154  1.5308  -2.1659  0.189
O  3.2747  -0.1801  1.1806  -0.674
H  2.9270  0.4178  0.5120  0.357
H  4.1887  -0.3825  0.9730  0.309
O  -1.6482  -4.1568  -2.3534  -0.651
H  -2.2198  -3.9387  -1.6392  0.322
H  -1.0177  -4.7503  -1.9320  0.327
O  -4.7322  0.2679  2.3618  -0.635
H  -4.2318  -0.5360  2.2226  0.316
H  -4.4210  0.9570  1.7761  0.320
O  0.1093  -1.2221  -2.1263  -0.648
H  -0.5713  -1.9035  -2.0363  0.321
H  0.9135  -1.7508  -2.0725  0.309
O  -0.0446  0.0367  6.6633  -0.641
H  0.4337  -0.7730  6.8318  0.320
H  0.5296  0.7999  6.7285  0.322



10.
The following is a DFT calculation (ωB97M-V/def2-TZVPD) of the molecule C3H5N3O.

Properties
E_LUMO   -0.131 eV
Max |F|   0.144 hartree/bohr
ΔE to the lowest compared entry with this formula, charge and spin   398.7 kJ/mol
SMILES string   Cn1[nH]ncc1=O
Total energy   -356.705515 a.u.

Each line ends with the Mulliken charge.
Element x y z (Å)
C  0.6849  -0.0310  1.4187  -0.754
N  0.3028  -0.3268  0.0860  0.174
N  0.9357  0.3473  -0.8431  -0.072
N  0.1411  0.1664  -1.9255  -0.519
C  -1.1327  -0.1013  -1.4776  -0.235
C  -1.2362  -0.2576  -0.1620  0.557
O  -2.0287  -0.2890  0.7538  -0.586
H  1.7910  -0.3183  1.4957  0.236
H  0.6010  1.1312  1.5162  0.296
H  0.1396  -0.4826  2.2058  0.324
H  1.9042  0.1188  -0.9101  0.267
H  -2.1027  0.0430  -2.1578  0.312



11.
The following is a DFT calculation (ωB97M-V/def2-TZVPD) of C6H20N4O7P2W as an isolated structure.

Properties
E_LUMO (spin up / spin down)   -6.462 / -7.294 eV
Multiplicity   3
Max |F|   0.005 hartree/bohr
Net charge   +2
ΔE to the lowest compared entry with this formula, charge and spin   23.7 kJ/mol
Total energy   -1735.951447 a.u.

Each line ends with the Mulliken spin population.
Element x y z (Å)
W  0.4463  -0.2873  0.3334  1.844
N  -0.8548  -1.8929  1.1596  0.000
C  -2.3092  -1.6017  1.1499  -0.022
C  -2.6059  -0.9958  -0.1976  0.007
N  -1.6883  0.1656  -0.4535  0.012
C  -1.6827  0.4120  -1.9358  -0.006
C  -0.4333  1.1578  -2.3262  -0.002
N  0.6859  0.3687  -1.7617  0.018
C  -2.2306  1.3729  0.2798  -0.021
C  -1.1432  2.2129  0.9148  0.035
N  -0.2607  1.3008  1.6870  -0.016
H  -0.6654  -2.7409  0.6213  0.015
H  -0.5277  -2.1074  2.1013  0.011
H  -2.5285  -0.9202  1.9716  0.001
H  -2.9016  -2.5029  1.3049  0.001
H  -3.6473  -0.6797  -0.2829  0.003
H  -2.4224  -1.7423  -0.9707  -0.001
H  -2.5937  0.9300  -2.2367  0.002
H  -1.6768  -0.5602  -2.4296  0.001
H  -0.3950  2.1642  -1.9130  -0.005
H  -0.3541  1.2402  -3.4100  0.002
H  1.5676  0.8809  -1.8260  0.012
H  0.8358  -0.4777  -2.3145  0.007
H  -2.9011  1.0156  1.0612  -0.002
H  -2.8305  1.9755  -0.4023  -0.003
H  -1.5906  2.9745  1.5541  -0.002
H  -0.5224  2.7211  0.1789  0.001
H  -0.7230  1.0082  2.5470  0.006
H  0.5860  1.7919  1.9802  0.013
O  3.1278  -3.2182  1.1124  -0.001
P  2.5733  -1.8326  0.7451  0.007
O  1.6384  -1.8609  -0.4801  0.032
O  1.6270  -1.1991  1.7913  0.001
O  3.7921  -0.8813  0.5115  0.004
P  3.6005  0.7518  0.2053  0.013
O  3.7600  0.7967  -1.3722  0.002
O  4.5066  1.5453  0.9993  -0.001
O  2.0590  0.9394  0.3699  0.030
H  4.0479  -3.3133  1.4032  0.000
H  4.6348  1.0884  -1.6704  0.000



12.
The following is a DFT calculation (ωB97M-V/def2-TZVPD) of the molecule C4H6N2O.

Properties
E_LUMO   0.638 eV
Max |F|   0.008 hartree/bohr
ΔE to the lowest compared entry with this formula, charge and spin   290.0 kJ/mol
SMILES string   [H]/N=C/C(N)=C=CO
Total energy   -340.684457 a.u.

Each line ends with the Mulliken charge.
Element x y z (Å)
H  0.4357  -3.1035  -0.7472  0.249
N  0.5290  -2.1565  -0.3780  -0.561
C  -0.5515  -1.5135  -0.5546  -0.302
C  -0.7096  -0.0931  -0.1376  0.415
N  -2.0384  0.3774  -0.2022  -0.575
C  0.3360  0.6474  0.1626  -0.030
C  1.4189  1.3655  0.2900  -0.256
O  2.0957  1.5226  1.4699  -0.458
H  -1.4493  -1.9427  -1.0239  0.377
H  -2.7069  -0.2463  0.2357  0.228
H  -2.1345  1.3101  0.1784  0.267
H  1.8252  1.9097  -0.5643  0.305
H  2.9497  1.9230  1.2713  0.341



Question: Among the records above, which one has the lowest max |F|?
Answer: C6H20N4O7P2W